The following is a quantum chemistry calculation of the molecule ClH4N2OP in a non-equilibrium geometry, from OMol25.

Atoms and positions in Å:
N 1.348 -0.326 0.427
P -0.273 0.383 0.769
N -1.375 -0.423 -0.216
O -0.045 1.805 -0.244
Cl 0.121 1.402 -1.900
H 1.991 0.221 0.954
H 1.464 -1.200 0.916
H -2.167 -0.920 0.330
H -1.065 -0.942 -1.035

## Properties
2S+1   1
SMILES string   NP(N)OCl
DFT total energy   -26903.0357 eV
Gap between HOMO and LUMO   9.5 eV
Energy relative to the best compared isomer or geometry (same formula, charge and spin)   3.336 eV
LUMO level   0.189 eV
Highest occupied orbital energy   -9.301 eV
Charge   0

Löwdin atomic charge list, values in e, 4 entries: atom 1 (N): -0.202, atom 2 (P): 0.721, atom 3 (N): -0.259, atom 4 (O): -0.886



The following is a quantum chemistry calculation of the molecule ClH5N2Si in a non-equilibrium geometry, from OMol25.

Atoms and positions in Å:
N 0.300 -1.389 -0.420
Si -0.181 0.076 0.531
N 0.016 1.420 -0.499
Cl -2.114 0.081 1.367
H 0.789 -1.414 -1.339
H -0.128 -2.215 -0.158
H 0.414 -0.258 1.916
H 0.078 2.407 -0.188
H 0.826 1.292 -1.209

## Properties
2S+1   1
SMILES string   N[SiH](N)Cl
DFT total energy   -23463.9477 eV
Gap between HOMO and LUMO   10.3 eV
Energy relative to the best compared isomer or geometry (same formula, charge and spin)   0.168 eV
LUMO level   0.653 eV
Highest occupied orbital energy   -9.691 eV
Charge   0

Löwdin atomic charge list, values in e, 4 entries: atom 1 (N): -0.120, atom 2 (Si): 0.011, atom 3 (N): -0.137, atom 4 (Cl): 0.178



The following is a quantum chemistry calculation of a cluster of 2 separate species, ClH5N2Si2 in total in a non-equilibrium geometry, from OMol25.

Atoms and positions in Å:
Si 1.691 0.186 -0.337
N 2.152 -1.342 -0.022
Cl 2.315 -2.083 1.536
H 1.382 0.223 -1.712
H 1.371 1.381 0.439
N -0.798 0.747 0.689
Si -2.057 0.317 -0.184
H -0.510 0.203 1.519
H -2.118 0.485 -1.611
H -3.428 -0.118 -0.317

## Properties
2S+1   1
SMILES string   [SiH2]=NCl.N=[SiH2]
DFT total energy   -31334.1742 eV
Gap between HOMO and LUMO   7.8 eV
Energy relative to the best compared isomer or geometry (same formula, charge and spin)   5.037 eV
LUMO level   -0.790 eV
Highest occupied orbital energy   -8.638 eV
Charge   0

Löwdin atomic charge list, values in e, 4 entries: atom 1 (Si): 0.540, atom 2 (N): -0.778, atom 3 (Cl): 0.343, atom 4 (H): -0.094



The following is a quantum chemistry calculation of a cluster of 2 separate species, ClH5OSi2 in total in a non-equilibrium geometry, from OMol25.

Atoms and positions in Å:
O 1.340 -0.469 0.259
Si 2.141 0.778 0.003
H 2.077 1.568 -1.220
H 3.107 1.345 0.936
Si -1.723 -0.792 0.010
Cl -1.511 1.219 -0.035
H -1.191 -1.277 1.275
H -3.168 -1.034 -0.061
H -1.072 -1.337 -1.169

## Properties
2S+1   1
SMILES string   O=[SiH2].[SiH3]Cl
DFT total energy   -30406.2934 eV
Gap between HOMO and LUMO   10.3 eV
Energy relative to the best compared isomer or geometry (same formula, charge and spin)   2.668 eV
LUMO level   -0.466 eV
Highest occupied orbital energy   -10.815 eV
Charge   0

Löwdin atomic charge list, values in e, 4 entries: atom 1 (O): -0.496, atom 2 (Si): 0.611, atom 3 (H): -0.072, atom 4 (H): -0.079